[1]
DFT (ωB97M-V/def2-TZVPD) results for 2 unconnected molecules or ions with the total composition C18H18N2 at a distorted geometry.

Atoms and positions in Å:
1 H -1.07 0.37 4.89
2 H -1.68 3.37 -1.92
3 H 3.65 -0.71 1.02
4 C -0.17 1.76 1.93
5 H -1.34 1.66 -0.07
6 H -1.73 2.00 -5.20
7 H 0.46 -2.74 -3.57
8 C 0.37 -0.40 3.43
9 C 0.07 -1.85 -3.08
10 C -0.51 0.54 3.99
11 H -0.04 1.71 -5.10
12 C -0.81 0.33 -2.92
13 H 0.58 -2.09 4.67
14 N 0.49 -1.80 3.71
15 H -1.35 -1.29 0.01
16 H 2.40 -1.15 -0.15
17 C -1.32 2.36 -2.08
18 C -1.03 -1.12 -1.00
19 C -0.85 2.25 -4.60
20 C 0.74 0.89 1.44
21 C 1.93 -1.37 1.99
22 H -0.58 3.32 -4.59
23 H 3.30 -2.47 0.74
24 C -0.20 -0.64 -3.70
25 C -0.79 1.63 3.20
26 C 2.87 -1.45 0.81
27 H 1.95 -3.31 2.90
28 H 1.38 0.89 0.55
29 H -0.68 2.52 1.33
30 C 1.48 -2.33 2.85
31 C -1.04 1.74 -3.25
32 C 1.11 -0.22 2.24
33 H -0.05 -2.99 -1.30
34 C -0.27 -2.02 -1.75
35 C -1.06 0.18 -1.53
36 H -1.56 2.38 3.46
37 H 0.06 -0.63 -4.75
38 N -1.41 1.44 -1.06

Results
Energy relative to the best compared isomer or geometry (same formula, charge and spin) ... 38.63 kcal per mole
Spin multiplicity ... 1
Charge ... 0
Total energy ... -806.1851 a.u.
Kohn-Sham gap ... 8.51 eV
SMILES string ... Cc1c[nH]c2ccccc12.Cc1c[nH]c2ccccc12

Mulliken atomic charge list, values in e, 2 entries: number 1, H, carries 0.397; number 2, H, carries 0.397

---

[2]
DFT (ωB97M-V/def2-TZVPD) results for C4H5NOS in the gas phase at a distorted geometry.

Atoms and positions in Å:
1 H -0.36 2.73 0.67
2 C -0.07 -1.12 -0.18
3 S 2.37 0.28 -0.46
4 H -1.88 -0.56 -1.12
5 H -0.51 -2.11 0.21
6 O 3.64 0.25 0.32
7 H 0.67 1.32 0.18
8 C -1.18 1.09 -0.26
9 N -0.24 1.87 0.11
10 H 1.71 -1.72 0.72
11 C -1.06 -0.21 -0.70
12 C 1.30 -0.90 0.12

Results
Energy relative to the best compared isomer or geometry (same formula, charge and spin) ... 115.02 kcal per mole
Spin multiplicity ... 1
Charge ... 0
Total energy ... -683.4246 a.u.
Kohn-Sham gap (spin up / spin down) ... 6.92 / 7.12 eV

Mulliken atomic charge list, values in e, 2 entries: number 1, H, carries 0.247; number 2, C, carries 0.118

---

[3]
DFT (ωB97M-V/def2-TZVPD) results for C5H7NOS in the gas phase at a distorted geometry.

Atoms and positions in Å:
1 H 2.16 0.13 -1.01
2 H 1.57 1.16 1.42
3 H 1.25 -1.26 -1.64
4 C -2.36 0.17 -0.23
5 C 1.60 -0.81 -0.70
6 H -3.33 0.62 -0.39
7 O -1.44 1.14 -0.09
8 S -0.75 -1.77 0.45
9 C -0.09 0.85 -0.10
10 C 0.47 -0.48 0.19
11 N -2.25 -1.10 -0.04
12 H 2.25 -1.50 -0.23
13 H -0.09 0.67 2.00
14 H 0.40 1.51 -0.84
15 C 0.61 0.65 1.22

Results
Energy relative to the best compared isomer or geometry (same formula, charge and spin) ... 50.85 kcal per mole
Spin multiplicity ... 1
Charge ... 0
Total energy ... -722.8370 a.u.
Kohn-Sham gap ... 9.32 eV
SMILES string ... C[C@@]12C[C@@H]1OC=NS2

Mulliken atomic charge list, values in e, 2 entries: number 1, H, carries 0.325; number 2, H, carries 0.247

---

[4]
DFT (ωB97M-V/def2-TZVPD) results for a molecular structure, C4H8N5O2 at a distorted geometry.

Atoms and positions in Å:
1 N 3.07 0.43 0.18
2 H 1.77 -2.57 -0.30
3 O 2.48 1.60 0.31
4 C -0.78 -0.40 -0.54
5 H -2.86 2.08 0.49
6 N 1.18 1.48 0.04
7 C -2.34 1.23 0.75
8 H -2.06 0.82 -1.28
9 H -1.71 1.33 1.65
10 H -0.67 -0.77 -1.63
11 N -1.54 0.91 -0.51
12 H -0.74 1.58 -0.70
13 N -1.05 -1.35 0.49
14 C 2.19 -0.55 -0.07
15 O -0.59 -2.48 0.45
16 H 3.40 -2.23 0.00
17 C 1.00 0.20 -0.23
18 N 2.47 -1.86 -0.06
19 H -3.23 0.55 0.95

Results
Energy relative to the best compared isomer or geometry (same formula, charge and spin) ... 192.04 kcal per mole
Spin multiplicity ... 1
Charge ... +1
Total energy ... -580.9668 a.u.
Kohn-Sham gap (spin up / spin down) ... 7.50 / 7.49 eV

Mulliken atomic charge list, values in e, 2 entries: number 1, N, carries -0.415; number 2, H, carries 0.191

---

[5]
DFT (ωB97M-V/def2-TZVPD) results for 8 unconnected molecules or ions with the total composition C16H39BrN9O18P2 at a distorted geometry.

Atoms and positions in Å:
1 N -2.83 4.62 3.21
2 O 2.12 4.57 -2.60
3 H 3.85 4.52 3.74
4 O -1.69 1.83 -1.51
5 O 3.45 -7.40 1.26
6 H 1.79 -2.62 -0.26
7 H 4.62 5.40 2.39
8 O 5.38 -6.45 1.27
9 H 3.80 -4.61 2.66
10 N -1.75 -1.89 -6.33
11 H -0.25 4.93 -2.25
12 H 0.83 3.08 -1.10
13 C -0.11 6.66 2.97
14 H 2.14 -5.06 3.14
15 H 5.66 -8.19 -0.62
16 H 0.02 6.70 -2.28
17 O -2.97 5.73 2.74
18 C -2.04 -2.97 0.47
19 H -0.40 3.46 0.14
20 C -0.68 1.65 -0.88
21 H -2.59 -0.76 -7.87
22 H 0.74 7.30 3.19
23 H 6.02 -8.94 0.96
24 C -0.82 -2.68 -0.42
25 H 0.70 -1.11 1.05
26 N 4.34 6.51 4.14
27 O 3.87 -5.30 5.58
28 O -5.72 -2.00 -0.77
29 O 2.16 6.42 -3.68
30 N 3.43 -4.59 4.71
31 C -2.63 -1.18 -1.12
32 N 1.59 5.57 -3.05
33 H -2.03 -4.23 -3.65
34 N -1.25 -1.67 -1.49
35 C 4.64 5.22 3.46
36 C 5.24 -8.55 0.32
37 C 3.20 -5.17 3.36
38 N 4.64 -7.37 1.01
39 C -4.01 3.72 3.19
40 O -1.07 -2.89 -6.40
41 N 0.68 -3.49 1.77
42 H -4.29 3.59 2.15
43 H -2.79 -2.53 -8.04
44 C -2.81 -1.69 -7.36
45 H -0.25 -2.38 -3.28
46 Br -5.08 -4.37 1.00
47 C -0.31 -0.51 -1.73
48 C -3.24 -2.24 -0.18
49 C 0.13 5.77 -2.82
50 H 5.61 4.87 3.79
51 H -0.34 5.83 -3.80
52 P -4.65 -3.22 -0.85
53 H -2.16 -4.04 0.62
54 H -3.68 -1.67 0.64
55 H -3.73 2.78 3.65
56 P 0.71 -2.45 0.61
57 H -3.20 -2.84 -3.32
58 H -4.80 4.21 3.74
59 H -3.76 -1.62 -6.83
60 H -1.89 -2.45 1.42
61 O 3.14 -3.41 4.85
62 H -0.59 -3.59 -0.96
63 H -6.32 -2.03 -1.52
64 O -0.25 0.34 -0.64
65 H -0.95 7.24 2.60
66 O -3.42 -0.85 -2.23
67 C -2.19 -3.23 -3.26
68 H 4.46 -9.28 0.15
69 O 1.26 4.99 2.17
70 H -2.89 -0.67 -3.01
71 O 5.17 6.95 4.91
72 H -2.58 -0.28 -0.51
73 O -1.80 4.20 3.71
74 C -1.20 -2.47 -2.76
75 O -0.27 5.71 0.85
76 N 0.33 5.71 1.91
77 H -0.67 -0.01 -2.63
78 H 0.83 2.25 0.49
79 O 3.28 7.04 3.88
80 O -1.62 -1.03 -5.48
81 H 0.69 -0.91 -1.94
82 H 0.69 -3.03 2.67
83 H 3.49 -6.21 3.38
84 H -0.39 6.07 3.83
85 C 0.21 2.68 -0.30

Results
Spin multiplicity ... 1
Charge ... +1
Total energy ... -5735.9109 a.u.
Kohn-Sham gap ... 8.51 eV

Mulliken atomic charge list, values in e, 2 entries: number 1, N, carries 0.907; number 2, O, carries -0.560

---

[6]
DFT (ωB97M-V/def2-TZVPD) results for 2 unconnected molecules or ions with the total composition C5H15N4O at a distorted geometry.

Atoms and positions in Å:
1 H -1.02 2.52 -0.99
2 H 1.98 0.90 -0.25
3 H -0.30 -1.10 1.69
4 H 1.12 -0.11 -1.99
5 C 0.91 1.42 1.65
6 O -2.22 0.12 0.74
7 H -0.34 -1.04 -3.33
8 N 0.17 -0.10 -1.56
9 H 1.32 -3.15 1.04
10 H -1.49 -1.31 -2.15
11 N 0.03 -1.37 0.84
12 H 1.62 -1.68 2.10
13 C 0.02 0.37 -0.30
14 N -1.69 1.97 -0.46
15 C -0.83 -0.50 -2.51
16 H 1.82 1.46 2.28
17 N 1.09 0.91 0.32
18 H -1.53 0.36 -2.67
19 C 1.39 -1.95 1.11
20 H 0.18 0.75 2.16
21 H -2.69 2.13 -0.49
22 H 2.10 -1.65 0.43
23 H -0.66 -2.01 0.48
24 H 0.44 2.31 1.76
25 C -1.44 0.78 0.10

Results
Energy relative to the best compared isomer or geometry (same formula, charge and spin) ... 64.97 kcal per mole
Spin multiplicity ... 1
Charge ... +1
Total energy ... -493.5026 a.u.
Kohn-Sham gap ... 10.84 eV

Mulliken atomic charge list, values in e, 2 entries: number 1, H, carries 0.266; number 2, H, carries 0.304